[1]
{
  "formula": "C3H6O3Sr",
  "method": "ωB97M-V/def2-TZVPD",
  "s_squared": 0.75,
  "charge": 1,
  "orbital_gap_ev": [7.158, 8.801],
  "multiplicity": 2,
  "species": ["O", "Sr", "C", "O", "C", "C", "O", "H", "H", "H", "H", "H", "H"],
  "positions_angstrom": [[-0.93976, -1.59634, 0.59740], [1.09454, -1.10042, 0.25829], [1.28402, 2.25547, 1.09441], [0.61655, 1.16092, 0.46006], [-0.66273, 1.45970, -0.09530], [-1.04548, 0.24241, -0.89725], [-1.95242, -0.11284, -1.57745], [2.29551, 1.91412, 1.33440], [1.31337, 3.10790, 0.40389], [0.75267, 2.52480, 2.01635], [-0.59522, 2.33480, -0.75900], [-1.40187, 1.62196, 0.70667], [-1.44988, -2.24605, 0.10833]]
}

***

[2]
{
  "formula": "C3H6O4",
  "method": "ωB97M-V/def2-TZVPD",
  "smiles": "O=C(O)O.CC=O",
  "orbital_gap_ev": 10.511,
  "species": ["O", "C", "O", "O", "H", "H", "C", "C", "O", "H", "H", "H", "H"],
  "positions_angstrom": [[-1.29055, 0.59194, 1.45652], [-1.35901, 0.58491, 0.26862], [-2.45939, 0.42322, -0.48912], [-0.34267, 1.28567, -0.54797], [-3.12636, -0.04013, 0.04017], [-0.72166, 1.42337, -1.43233], [1.72536, -0.47241, 0.59362], [0.77389, -0.61534, -0.55571], [-0.34132, -1.16195, -0.41241], [2.18433, -1.44992, 0.77271], [1.17395, -0.18052, 1.48149], [2.51302, 0.25324, 0.37401], [1.27041, -0.64209, -1.54959]]
}

***

[3]
{
  "formula": "C3H6O4Rb",
  "method": "ωB97M-V/def2-TZVPD",
  "charge": 1,
  "orbital_gap_ev": 11.212,
  "species": ["Rb", "C", "C", "O", "C", "O", "O", "H", "H", "H", "H", "O", "H", "H"],
  "positions_angstrom": [[3.41379, 0.53927, 1.22674], [-1.65549, 0.11674, -1.24902], [-1.16331, 0.96597, 0.01340], [0.17920, 1.22369, -0.20139], [0.63549, 0.29999, -0.98784], [1.81193, 0.20700, -1.11818], [-0.41757, -0.40541, -1.64829], [-1.95377, 0.71153, -2.11235], [-2.27848, -0.70787, -0.90262], [-1.33562, 0.57012, 1.01426], [-1.68604, 1.92160, 0.05371], [1.61513, -1.45210, 1.90673], [1.94491, -2.09325, 2.53633], [0.88983, -1.89722, 1.46849]]
}

***

Respective energy relative to the best compared isomer or geometry (same formula, charge and spin) values: 14.3, 35.1, 0.0 kcal/mol.